ORCA calculation (ωB97M-V/def2-TZVPD) on a molecular structure, C63H160BeN11O20 in a non-equilibrium geometry.

Each line ends with the Löwdin charge.
Cartesian coordinates (Å):
H1 -4.63 -1.30 -2.74  0.10
C1 -5.05 6.24 -5.24  -0.03
H2 0.48 7.17 4.12  0.11
H3 1.62 -5.10 -0.39  0.06
H4 1.88 0.34 1.64  0.07
C2 -3.98 -3.25 -2.20  -0.22
N1 0.43 7.83 2.13  -0.02
H5 1.96 1.59 0.33  0.04
H6 -4.26 -2.96 4.23  0.10
H7 4.57 -2.21 2.04  0.12
C3 -9.29 -0.88 -4.99  -0.09
H8 -3.44 2.69 -3.78  0.14
C4 3.79 -5.73 8.55  -0.22
C5 -10.40 5.78 -0.78  -0.10
H9 2.08 -0.18 -1.33  0.10
H10 -0.80 9.47 -0.51  0.12
C6 -0.97 2.66 -2.51  -0.14
C7 4.49 -4.09 0.28  -0.06
C8 4.02 4.09 -0.18  -0.20
O1 -2.08 -2.84 3.05  -0.19
H11 -1.77 1.92 -2.39  0.10
C9 1.59 -5.02 -3.02  -0.21
C10 -6.10 -4.06 7.57  -0.06
H12 -0.16 2.10 -2.05  0.12
C11 3.05 6.09 0.67  -0.11
O2 0.73 8.03 -0.73  -0.23
H13 2.26 -1.33 -6.52  0.07
C12 -6.58 -3.83 5.18  -0.22
H14 -5.24 -1.77 -1.15  0.10
H15 5.52 -3.59 2.57  0.13
H16 -0.06 -0.35 5.00  0.07
O3 3.63 -0.70 -0.11  -0.25
H17 4.99 4.11 0.32  0.13
O4 -0.42 -0.69 -4.82  -0.19
C13 -3.00 0.71 0.38  -0.10
H18 1.74 -2.48 -1.06  0.05
H19 5.45 -0.20 1.83  0.03
O5 2.83 -4.92 3.28  -0.19
H20 0.64 9.97 0.29  0.13
H21 2.03 7.63 -2.10  0.08
C14 -3.05 3.11 -4.71  -0.07
H22 5.20 2.30 1.44  0.09
H23 3.24 0.03 -6.12  0.08
N2 3.15 -1.32 -3.99  0.05
H24 2.08 -4.20 -2.50  0.10
H25 -8.85 4.38 -2.35  0.12
C15 6.10 2.77 3.33  -0.16
H26 -2.94 2.25 -5.37  0.14
H27 -1.03 5.47 2.08  0.12
C16 3.63 -8.00 9.48  -0.07
H28 1.93 -3.49 4.56  0.12
H29 0.59 -4.74 -3.35  0.11
H30 2.59 -7.90 9.79  0.08
C17 0.73 -1.39 -4.24  -0.16
H31 0.82 -2.43 -4.55  0.11
H32 -11.03 5.15 -1.40  0.09
H33 2.87 -3.43 -4.76  0.06
H34 -6.84 -4.86 7.63  0.07
N3 -1.70 3.74 -4.69  0.21
O6 1.90 -0.10 5.64  -0.18
C18 2.80 -0.15 4.50  -0.19
H35 6.34 3.80 3.07  0.13
H36 -7.01 -1.72 -2.71  0.10
H37 2.85 -3.29 -7.75  0.12
H38 8.27 1.69 4.70  0.10
H39 6.06 -1.31 4.13  0.08
H40 0.33 5.03 -2.40  0.08
H41 1.10 7.30 1.61  0.05
H42 0.69 -1.48 -3.15  0.10
C19 -0.22 4.72 -1.51  -0.08
C20 2.92 3.22 -2.21  -0.07
C21 1.70 8.57 -1.64  -0.09
H43 2.02 -6.29 -4.71  0.13
H44 0.22 3.49 -4.19  0.12
H45 5.33 -5.32 7.04  0.12
H46 -4.79 1.87 -1.15  0.10
H47 4.09 -2.92 5.60  0.10
H48 -5.10 -2.69 1.48  0.12
H49 -1.87 -4.55 -1.05  0.09
H50 -1.76 -4.15 -2.81  0.08
H51 0.18 0.72 6.37  0.09
H52 2.27 -0.67 3.70  0.09
H53 0.85 -5.33 3.33  0.10
H54 -10.27 5.33 0.21  0.08
H55 3.54 -3.56 0.23  0.06
H56 -6.61 -4.04 2.96  0.12
H57 -5.15 6.27 -6.33  0.09
C22 2.24 -0.49 -0.30  -0.54
H58 4.57 -4.99 -5.86  0.13
H59 4.19 -2.77 -6.76  0.11
H60 -9.94 -1.36 -4.26  0.09
H61 3.55 5.83 1.60  0.10
H62 -4.17 -4.02 1.96  0.12
O7 1.71 -6.12 -2.13  -0.19
N4 6.38 -0.49 1.58  0.12
Be1 6.03 -0.98 -0.99  1.05
C23 4.37 -4.90 7.34  -0.20
H63 7.37 -2.44 4.06  0.10
C24 2.88 -3.79 4.12  -0.21
N5 -6.36 -2.49 -2.77  -0.07
H64 3.02 -1.33 -2.99  0.04
H65 3.23 3.54 0.34  0.11
H66 -3.32 -0.32 0.21  0.07
H67 -5.59 -2.38 -4.73  0.10
H68 -3.91 -3.60 -3.22  0.10
H69 5.88 2.76 4.40  0.12
H70 -2.55 -0.64 -4.79  0.08
H71 -1.06 7.49 3.53  0.12
H72 5.00 1.75 -2.26  0.05
H73 -0.10 -2.60 3.67  0.08
H74 -5.10 3.56 -5.24  0.13
C25 -5.20 1.60 -0.18  -0.17
H75 -6.00 6.07 -4.75  0.08
H76 0.57 4.29 -0.89  0.06
H77 -1.25 7.70 0.64  0.11
O8 5.58 -3.24 0.60  -0.20
H78 4.82 4.06 -2.11  0.16
C26 -7.71 -2.69 -4.87  -0.15
H79 3.68 -0.72 4.80  0.10
C27 7.00 -1.51 3.62  -0.03
N6 -6.60 3.53 -0.97  -0.06
O9 -5.61 -3.96 6.18  -0.21
H80 4.14 3.19 2.56  0.10
H81 -5.30 3.44 0.81  0.12
H82 -6.74 -3.28 7.99  0.08
H83 3.74 1.69 4.88  0.13
N7 4.72 2.03 -1.33  0.06
H84 7.67 -0.67 3.78  0.07
H85 3.41 -5.63 -3.92  0.11
O10 0.90 4.83 2.54  -0.19
H86 2.50 4.21 -2.41  0.07
H87 1.46 -6.91 -0.29  0.10
C28 -4.39 -2.99 2.24  -0.24
H88 -9.44 0.18 -4.83  0.07
O11 4.66 -3.94 -8.34  -0.18
C29 -6.31 -2.96 -4.14  -0.21
H89 3.10 -2.99 3.41  0.08
C30 6.71 -1.84 2.17  -0.34
O12 -4.12 1.45 0.81  -0.20
C31 3.58 -4.74 -6.24  -0.21
H90 -1.74 4.72 -4.47  0.16
H91 3.07 2.65 -3.13  0.08
C32 -4.12 4.01 -5.43  -0.21
C33 5.49 -2.76 1.86  -0.24
N8 -4.98 -2.82 3.54  -0.04
O13 -4.02 5.27 -4.86  -0.20
O14 -7.85 -1.21 -4.86  -0.22
H92 -0.50 2.03 -4.68  0.13
H93 6.91 0.19 2.11  0.04
H94 3.18 -5.60 -6.77  0.11
N9 3.45 -4.82 6.23  -0.06
H95 -7.34 -4.59 5.37  0.11
H96 1.51 0.26 -6.49  0.08
H97 2.55 8.95 -1.08  0.09
H98 4.62 -4.63 -0.66  0.10
C34 1.64 0.58 0.60  -0.04
C35 3.78 -3.63 -7.30  -0.23
C36 -0.28 5.52 2.87  -0.22
H99 3.28 -4.96 -9.56  0.09
H100 -0.66 5.00 3.75  0.12
H101 -2.21 0.69 1.14  0.08
H102 -7.51 5.52 -2.40  0.11
H103 4.40 -4.88 1.02  0.10
H104 -0.79 -1.13 2.81  0.07
H105 9.04 1.33 3.06  0.10
C37 -5.07 -2.12 -2.17  -0.18
H106 -0.37 -2.62 1.98  0.05
C38 -3.08 -2.26 2.13  -0.20
O15 3.86 -7.11 8.34  -0.21
H107 1.53 3.10 1.78  0.06
H108 -11.03 6.65 -0.58  0.09
C39 -0.77 -2.21 2.90  -0.08
C40 4.87 2.39 2.48  -0.17
C41 3.29 1.25 3.99  -0.17
H109 -4.35 -4.10 -1.64  0.13
H110 1.97 5.91 0.65  0.06
O16 -2.74 -2.78 -1.72  -0.23
H111 0.09 3.72 0.99  0.07
H112 -6.05 -4.01 -4.17  0.11
H113 0.49 1.36 4.82  0.07
C42 -0.69 2.91 -4.06  -0.09
C43 -6.00 2.86 0.22  -0.21
C44 -0.58 8.37 1.16  -0.22
H114 -5.33 -4.88 3.78  0.11
C45 -8.30 5.12 -1.77  -0.23
C46 0.57 3.58 1.95  -0.10
O17 -9.20 6.14 -1.42  -0.19
C47 4.28 -5.00 -9.14  -0.12
H115 0.12 -5.84 -0.92  0.08
H116 4.35 -5.53 9.47  0.11
H117 -9.60 -0.94 -6.04  0.08
H118 1.24 -4.21 2.01  0.06
C48 -1.71 -1.19 -4.37  -0.08
H119 -3.97 4.00 -6.51  0.13
H120 -2.64 1.23 -0.51  0.06
H121 -8.48 -3.23 -4.32  0.11
C49 -1.73 -3.77 -1.79  -0.11
H122 -6.74 2.52 0.95  0.12
H123 2.01 0.37 -4.00  0.11
O18 -1.34 3.86 -1.81  -0.15
H124 2.40 1.84 3.80  0.09
H125 3.34 -5.75 5.86  0.12
C50 1.19 -6.00 -0.82  -0.08
H126 -5.30 -4.35 8.24  0.09
C51 1.60 -5.06 2.59  -0.10
H127 4.56 -3.87 7.65  0.11
C52 2.24 -0.38 -6.00  -0.04
H128 5.00 -4.14 4.82  0.10
H129 4.97 -5.21 -9.96  0.10
O19 7.17 1.89 3.01  -0.25
C53 -5.88 -3.93 3.76  -0.20
H130 -7.71 -3.08 -5.89  0.11
H131 2.16 2.71 -1.62  0.06
C54 1.99 -0.59 -4.51  -0.43
C55 0.07 9.09 0.03  -0.21
O20 3.69 5.46 -0.36  -0.16
C56 -0.12 7.02 3.22  -0.17
H132 -3.15 -1.20 2.38  0.11
H133 7.62 -2.29 1.77  0.14
H134 -1.86 -2.25 -4.60  0.09
H135 2.80 -5.40 8.89  0.12
H136 -7.14 5.23 0.08  0.13
C57 4.21 3.41 -1.48  -0.40
H137 3.77 -9.01 9.08  0.08
C58 -7.64 4.48 -0.54  -0.20
H138 -2.67 -2.39 1.13  0.10
H139 1.31 9.26 -2.38  0.09
H140 0.57 0.75 0.50  0.08
H141 1.68 -5.88 1.88  0.07
H142 -1.27 9.03 1.68  0.12
H143 -1.75 -1.14 -3.29  0.07
H144 3.60 0.77 1.99  0.05
H145 4.33 -7.98 10.32  0.08
C59 4.00 -3.93 5.22  -0.19
H146 -4.77 7.25 -4.94  0.09
H147 -8.43 3.97 0.00  0.11
H148 -5.87 0.74 -0.25  0.12
H149 -0.57 5.64 -1.05  0.09
H150 4.03 -0.85 -4.11  0.07
H151 1.77 -2.45 0.61  0.05
H152 -0.79 -3.24 -1.64  0.07
N10 4.14 1.10 2.78  -0.04
H153 -6.99 -2.83 5.29  0.12
H154 3.99 1.39 -1.09  0.01
C60 8.39 1.98 3.66  -0.10
N11 2.63 -4.28 -5.25  -0.06
H155 -5.79 4.07 -1.27  0.09
H156 0.42 -1.60 -0.13  0.08
H157 4.35 -5.84 -8.45  0.08
C61 2.41 -5.37 -4.28  -0.19
H158 8.86 2.97 3.64  0.10
C62 0.58 0.44 5.40  -0.07
C63 1.48 -1.82 -0.23  -0.06
H159 3.13 7.17 0.54  0.09
H160 -0.12 3.01 2.57  0.09

spin multiplicity	2
E_LUMO (spin up / spin down)	-0.314 / -0.317	hartree
expectation value of S²	0.755
total charge	+2
HOMO level (spin up / spin down)	-11.6 / -11.6	eV